The following is a quantum chemistry calculation of a structure of composition C25H29B2Cl3F4N9O6STi at a distorted geometry, from the OMol25 dataset.

Last column: Mulliken charge in e.
CARTESIAN COORDINATES (ANGSTROEM)
Ti1 -1.089 -0.048 1.280  -1.21
C1 -1.849 -4.263 1.502  -1.92
C2 -1.829 -2.811 1.209  -0.25
N1 -1.188 -1.958 1.905  1.03
O1 -0.549 -2.239 3.028  -0.68
B1 -0.599 -0.997 3.897  0.85
F1 -1.870 -0.416 3.640  -0.27
F2 -0.337 -1.299 5.171  -0.26
O2 0.395 0.085 3.413  -0.34
N2 -0.226 1.049 2.673  1.10
C3 -0.220 2.269 3.009  0.98
C4 0.552 2.786 4.169  -1.89
C5 -1.036 3.199 2.149  0.39
N3 -1.934 2.885 1.298  -1.09
O3 -2.161 1.525 1.077  0.79
B2 -3.644 1.049 0.683  0.86
F3 -4.401 2.083 0.287  -0.36
F4 -4.050 0.429 1.847  -0.38
O4 -3.452 -0.007 -0.372  -0.55
N4 -2.530 -0.857 0.173  1.51
C6 -2.689 -2.126 0.182  1.27
C7 -3.716 -2.810 -0.631  -1.71
C8 -0.827 4.670 2.329  -1.73
H1 -1.259 -4.458 2.393  0.41
H2 -1.431 -4.825 0.664  0.35
H3 -2.872 -4.605 1.672  0.46
H4 0.848 1.966 4.814  0.45
H5 -0.040 3.501 4.739  0.47
H6 1.445 3.302 3.805  0.33
H7 -4.704 -2.432 -0.360  0.31
H8 -3.682 -3.887 -0.494  0.54
H9 -3.549 -2.572 -1.683  0.27
H10 0.230 4.922 2.225  0.37
H11 -1.157 4.985 3.319  0.35
H12 -1.398 5.218 1.585  0.36
Cl1 3.832 -0.023 -4.218  -0.16
C9 2.843 -0.164 -2.803  -0.05
C10 2.280 -1.383 -2.484  -0.53
C11 1.499 -1.480 -1.353  1.18
Cl2 0.715 -2.979 -0.986  -0.14
C12 1.253 -0.380 -0.536  -1.51
O5 0.455 -0.505 0.558  0.00
C13 1.822 0.835 -0.902  1.13
Cl3 1.463 2.247 0.040  -0.17
C14 2.618 0.955 -2.023  -1.02
H13 2.430 -2.244 -3.121  0.67
H14 3.036 1.912 -2.301  0.53
N5 3.499 -0.372 3.014  -0.40
C15 3.427 -1.350 2.075  0.73
S1 2.295 -2.568 2.231  -0.43
N6 4.331 -1.201 1.075  -0.17
C16 4.496 -1.906 -0.142  0.63
C17 4.060 -3.206 -0.359  -0.40
C18 4.238 -3.782 -1.612  -0.57
C19 4.863 -3.088 -2.638  -0.76
C20 5.323 -1.799 -2.406  -0.88
C21 5.140 -1.212 -1.165  -0.48
H15 2.761 -0.337 3.696  0.15
H16 4.105 0.424 2.916  0.18
H17 4.918 -0.384 1.138  0.23
H18 3.599 -3.763 0.441  0.57
H19 3.892 -4.795 -1.776  0.41
H20 5.006 -3.553 -3.605  0.42
H21 5.819 -1.244 -3.191  0.73
H22 5.496 -0.200 -0.991  0.29
C22 -4.270 2.771 -4.093  -1.10
N7 -3.078 2.293 -3.416  0.05
C23 -2.577 0.936 -3.519  -0.52
C24 -1.617 0.892 -2.332  -0.11
O6 -1.017 -0.110 -1.970  -0.44
N8 -1.565 2.113 -1.741  -0.03
C25 -2.492 2.851 -2.342  0.44
N9 -2.788 4.087 -1.901  -0.44
H23 -4.323 2.313 -5.077  0.37
H24 -4.219 3.850 -4.235  0.39
H25 -5.176 2.521 -3.536  0.34
H26 -2.042 0.761 -4.454  0.35
H27 -3.369 0.194 -3.408  0.31
H28 -2.520 4.244 -0.941  0.21
H29 -3.647 4.516 -2.200  0.24

Output
Charge = +1
Gap between HOMO and LUMO = 5.42 eV
Electronic energy = -135834.884 eV
HOMO = -10.076 eV

---

The following is a quantum chemistry calculation of a structure of composition C25H29F4MgN2O at a distorted geometry, from the OMol25 dataset.

Last column: natural (NBO) charge in e.
CARTESIAN COORDINATES (ANGSTROEM)
Mg1 -0.583 1.335 1.047  1.80
C1 0.979 -3.423 0.517  -0.61
C2 -0.091 -2.334 0.079  -0.26
C3 -1.304 -2.943 -0.592  -0.61
C4 0.738 -1.560 -0.964  0.07
C5 0.995 -2.178 -2.202  -0.25
C6 1.832 -1.628 -3.228  -0.19
C7 2.309 -0.283 -3.018  -0.24
C8 2.013 0.339 -1.800  0.06
C9 2.304 1.826 -1.779  -0.26
C10 3.115 2.471 -0.684  -0.61
C11 1.006 2.541 -2.126  -0.60
C12 1.284 -0.294 -0.753  0.04
N1 1.119 0.335 0.495  -0.96
C13 1.872 -0.142 1.564  0.11
C14 3.197 -0.701 1.451  -0.27
C15 3.975 -0.855 2.570  -0.17
C16 3.516 -0.420 3.837  -0.25
C17 2.236 0.086 3.960  -0.28
C18 1.417 0.087 2.847  0.34
F1 0.067 0.566 2.915  -0.44
H1 0.637 -4.270 1.126  0.21
H2 1.673 -2.821 1.104  0.22
H3 1.512 -3.924 -0.298  0.22
H4 -0.287 -1.703 0.918  0.20
H5 -0.943 -3.869 -1.133  0.22
H6 -1.819 -2.252 -1.228  0.20
H7 -1.973 -3.341 0.133  0.21
H8 0.684 -3.191 -2.373  0.21
H9 2.043 -2.245 -4.102  0.23
H10 2.828 0.260 -3.704  0.21
H11 2.962 1.902 -2.670  0.20
H12 2.748 3.507 -0.583  0.19
H13 4.171 2.517 -1.018  0.23
H14 2.886 1.988 0.268  0.22
H15 0.195 2.270 -1.409  0.15
H16 0.704 2.185 -3.113  0.23
H17 1.258 3.618 -2.254  0.22
H18 3.524 -0.974 0.510  0.23
H19 4.980 -1.368 2.606  0.23
H20 4.065 -0.736 4.741  0.23
H21 1.904 0.430 4.964  0.24
C19 -1.487 4.410 1.274  -0.25
O1 -0.545 3.358 0.954  -0.85
H22 -1.357 5.221 0.557  0.22
H23 -1.263 4.772 2.324  0.20
H24 -2.417 3.853 1.389  0.20
H25 0.279 3.648 0.599  0.52
F2 -6.802 -1.140 -1.075  -0.32
C20 -5.593 -1.749 -0.783  0.97
F3 -5.116 -2.375 -1.850  -0.29
F4 -5.833 -2.599 0.228  -0.30
C21 -4.601 -0.701 -0.335  -0.04
C22 -4.000 0.026 -1.295  -0.23
C23 -2.924 0.820 -1.021  0.07
N2 -2.309 0.775 0.235  -0.65
C24 -3.074 0.309 1.220  0.03
C25 -4.252 -0.454 0.982  -0.19
H26 -4.289 -0.103 -2.332  0.26
H27 -2.580 1.615 -1.731  0.24
H28 -2.703 0.308 2.255  0.22
H29 -4.880 -0.802 1.784  0.26

Output
Charge = +1
Gap between HOMO and LUMO = 5.97 eV
Electronic energy = -47732.660 eV
HOMO = -10.006 eV

---

The following is a quantum chemistry calculation of an isolated molecule of C25H29FN2O4, from the OMol25 dataset.

Last column: natural (NBO) charge in e.
CARTESIAN COORDINATES (ANGSTROEM)
C1 6.868 2.042 -0.765  -0.61
C2 6.365 1.213 0.410  -0.43
C3 6.052 -0.224 -0.017  -0.06
O1 5.017 -0.297 -0.978  -0.49
C4 3.727 -0.123 -0.603  0.30
C5 3.266 0.005 0.705  -0.25
C6 1.913 0.156 0.952  -0.20
C7 0.991 0.175 -0.084  -0.10
C8 -0.479 0.414 0.200  -0.06
C9 -0.987 -0.287 1.430  -0.32
C10 -1.365 -1.588 1.630  0.55
O2 -1.843 -1.968 2.807  -0.66
C11 -1.378 -2.648 0.611  -0.16
C12 -0.407 -2.749 -0.384  -0.17
C13 -0.466 -3.766 -1.317  -0.27
C14 -1.503 -4.679 -1.251  0.41
F1 -1.565 -5.665 -2.165  -0.32
C15 -2.472 -4.613 -0.265  -0.28
C16 -2.399 -3.599 0.668  -0.14
C17 -1.209 0.696 2.462  0.46
O3 -1.585 0.476 3.610  -0.57
C18 -0.970 2.057 1.835  0.58
O4 -1.070 3.146 2.355  -0.58
N1 -0.655 1.818 0.541  -0.40
C19 -0.370 2.871 -0.400  -0.23
C20 -1.431 2.979 -1.498  -0.41
C21 -2.803 3.323 -0.918  -0.22
N2 -3.874 3.056 -1.864  -0.43
C22 -3.876 3.997 -2.966  -0.42
C23 -5.164 3.039 -1.203  -0.41
C24 1.455 0.058 -1.392  -0.15
C25 2.799 -0.094 -1.648  -0.27
H1 7.802 1.636 -1.147  0.20
H2 6.135 2.035 -1.568  0.21
H3 7.037 3.072 -0.459  0.21
H4 7.120 1.179 1.198  0.21
H5 5.465 1.675 0.820  0.21
H6 5.818 -0.848 0.854  0.18
H7 6.920 -0.653 -0.524  0.19
H8 3.945 -0.011 1.542  0.21
H9 1.573 0.262 1.972  0.22
H10 -1.073 0.162 -0.688  0.22
H11 -1.858 -1.179 3.420  0.52
H12 0.415 -2.054 -0.408  0.24
H13 0.284 -3.859 -2.087  0.23
H14 -3.261 -5.348 -0.237  0.23
H15 -3.139 -3.528 1.450  0.23
H16 -0.340 3.798 0.180  0.24
H17 0.614 2.696 -0.848  0.21
H18 -1.106 3.746 -2.201  0.21
H19 -1.510 2.035 -2.039  0.20
H20 -2.808 4.372 -0.574  0.17
H21 -2.978 2.690 -0.044  0.20
H22 -4.692 3.747 -3.643  0.20
H23 -2.941 3.920 -3.516  0.20
H24 -4.005 5.039 -2.632  0.16
H25 -5.158 2.280 -0.422  0.20
H26 -5.422 4.008 -0.748  0.16
H27 -5.931 2.782 -1.932  0.20
H28 0.753 0.077 -2.213  0.21
H29 3.165 -0.191 -2.658  0.23

Output
Gap between HOMO and LUMO = 8.15 eV
Electronic energy = -40283.498 eV
HOMO = -8.642 eV
SMILES = CCCOc1ccc([C@H]2/C(=C(/O)c3ccc(F)cc3)C(=O)C(=O)N2CCCN(C)C)cc1

---

The following is a quantum chemistry calculation of a structure of composition C25H29GeN3O3RuS, from the OMol25 dataset.

Last column: Mulliken spin population.
CARTESIAN COORDINATES (ANGSTROEM)
Ru1 -0.999 1.399 -0.462  3.96
N1 -1.375 3.513 0.314  0.08
C1 -2.834 3.789 0.444  -0.02
C2 -3.566 3.692 -0.896  0.02
C3 -3.561 2.272 -1.426  -0.01
O1 -4.535 1.546 -1.365  0.04
O2 -2.391 1.855 -1.870  0.18
H1 -0.907 3.656 1.209  -0.02
H2 -0.965 4.182 -0.332  0.01
H3 -2.986 4.783 0.867  0.01
H4 -3.245 3.060 1.145  0.00
H5 -3.099 4.355 -1.628  0.00
H6 -4.598 4.004 -0.750  0.00
O3 0.442 0.268 -1.048  0.40
C4 0.659 -4.537 1.438  0.00
C5 1.184 -4.233 0.188  0.00
C6 1.518 -2.922 -0.123  0.01
C7 1.334 -1.899 0.809  0.00
C8 0.821 -2.219 2.066  0.01
C9 0.482 -3.530 2.379  0.00
Ge1 1.716 -0.097 0.195  -0.09
C10 1.410 1.396 1.438  0.09
C11 2.078 2.590 1.137  0.01
C12 1.864 3.740 1.885  0.01
C13 0.981 3.715 2.959  0.01
C14 0.306 2.543 3.271  0.00
C15 0.513 1.395 2.512  -0.03
C16 3.414 0.041 -0.715  0.02
C17 3.502 0.658 -1.960  0.01
C18 4.730 0.775 -2.598  0.00
C19 5.875 0.277 -1.993  0.00
C20 5.796 -0.344 -0.753  0.00
C21 4.569 -0.463 -0.117  0.00
H7 0.404 -5.559 1.687  0.00
H8 1.341 -5.018 -0.540  0.00
H9 1.930 -2.697 -1.100  0.00
H10 0.690 -1.453 2.818  0.00
H11 0.090 -3.767 3.360  0.00
H12 2.789 2.617 0.318  0.00
H13 2.402 4.648 1.645  0.00
H14 0.831 4.604 3.559  0.00
H15 -0.374 2.513 4.114  0.00
H16 -0.032 0.498 2.772  0.00
H17 2.605 1.034 -2.439  -0.01
H18 4.792 1.251 -3.568  0.00
H19 6.832 0.368 -2.490  0.00
H20 6.688 -0.738 -0.285  0.00
H21 4.517 -0.960 0.846  0.00
S1 -2.289 -0.099 1.053  0.24
C22 -2.578 -1.324 -0.169  0.05
N2 -3.417 -1.092 -1.154  0.01
C23 -3.695 -2.072 -2.204  0.00
C24 -3.496 -3.473 -1.653  0.00
C25 -2.122 -3.577 -1.014  0.00
N3 -1.950 -2.484 -0.058  0.01
H22 -3.878 -0.177 -1.210  0.00
H23 -3.034 -1.887 -3.054  0.00
H24 -4.719 -1.915 -2.536  0.00
H25 -3.587 -4.205 -2.454  0.00
H26 -4.266 -3.690 -0.911  0.00
H27 -1.334 -3.520 -1.769  0.00
H28 -2.001 -4.514 -0.475  0.00
H29 -1.269 -2.571 0.685  0.00

Output
Multiplicity = 6
Charge = +1
Gap between HOMO and LUMO (alpha / beta) = 9.30 / 7.15 eV
Electronic energy = -106936.962 eV
HOMO (alpha / beta) = -11.390 / -11.698 eV
Expectation value of S² = 8.76

---

Question: Among the records above, which one has the highest electronic energy?
Answer: C25H29FN2O4

---

Question: Which value of electronic energy does entry 1 give?
Answer: -135834.884 eV

---

Question: Which formula does entry 2 have?
Answer: C25H29F4MgN2O

---

What did the third record say?
The following is a quantum chemistry calculation of an isolated molecule of C25H29FN2O4, from the OMol25 dataset.

Last column: natural (NBO) charge in e.
CARTESIAN COORDINATES (ANGSTROEM)
C1 6.868 2.042 -0.765  -0.61
C2 6.365 1.213 0.410  -0.43
C3 6.052 -0.224 -0.017  -0.06
O1 5.017 -0.297 -0.978  -0.49
C4 3.727 -0.123 -0.603  0.30
C5 3.266 0.005 0.705  -0.25
C6 1.913 0.156 0.952  -0.20
C7 0.991 0.175 -0.084  -0.10
C8 -0.479 0.414 0.200  -0.06
C9 -0.987 -0.287 1.430  -0.32
C10 -1.365 -1.588 1.630  0.55
O2 -1.843 -1.968 2.807  -0.66
C11 -1.378 -2.648 0.611  -0.16
C12 -0.407 -2.749 -0.384  -0.17
C13 -0.466 -3.766 -1.317  -0.27
C14 -1.503 -4.679 -1.251  0.41
F1 -1.565 -5.665 -2.165  -0.32
C15 -2.472 -4.613 -0.265  -0.28
C16 -2.399 -3.599 0.668  -0.14
C17 -1.209 0.696 2.462  0.46
O3 -1.585 0.476 3.610  -0.57
C18 -0.970 2.057 1.835  0.58
O4 -1.070 3.146 2.355  -0.58
N1 -0.655 1.818 0.541  -0.40
C19 -0.370 2.871 -0.400  -0.23
C20 -1.431 2.979 -1.498  -0.41
C21 -2.803 3.323 -0.918  -0.22
N2 -3.874 3.056 -1.864  -0.43
C22 -3.876 3.997 -2.966  -0.42
C23 -5.164 3.039 -1.203  -0.41
C24 1.455 0.058 -1.392  -0.15
C25 2.799 -0.094 -1.648  -0.27
H1 7.802 1.636 -1.147  0.20
H2 6.135 2.035 -1.568  0.21
H3 7.037 3.072 -0.459  0.21
H4 7.120 1.179 1.198  0.21
H5 5.465 1.675 0.820  0.21
H6 5.818 -0.848 0.854  0.18
H7 6.920 -0.653 -0.524  0.19
H8 3.945 -0.011 1.542  0.21
H9 1.573 0.262 1.972  0.22
H10 -1.073 0.162 -0.688  0.22
H11 -1.858 -1.179 3.420  0.52
H12 0.415 -2.054 -0.408  0.24
H13 0.284 -3.859 -2.087  0.23
H14 -3.261 -5.348 -0.237  0.23
H15 -3.139 -3.528 1.450  0.23
H16 -0.340 3.798 0.180  0.24
H17 0.614 2.696 -0.848  0.21
H18 -1.106 3.746 -2.201  0.21
H19 -1.510 2.035 -2.039  0.20
H20 -2.808 4.372 -0.574  0.17
H21 -2.978 2.690 -0.044  0.20
H22 -4.692 3.747 -3.643  0.20
H23 -2.941 3.920 -3.516  0.20
H24 -4.005 5.039 -2.632  0.16
H25 -5.158 2.280 -0.422  0.20
H26 -5.422 4.008 -0.748  0.16
H27 -5.931 2.782 -1.932  0.20
H28 0.753 0.077 -2.213  0.21
H29 3.165 -0.191 -2.658  0.23

Output
Gap between HOMO and LUMO = 8.15 eV
Electronic energy = -40283.498 eV
HOMO = -8.642 eV
SMILES = CCCOc1ccc([C@H]2/C(=C(/O)c3ccc(F)cc3)C(=O)C(=O)N2CCCN(C)C)cc1